[1]
Molecular formula: C32H84BFNO20S
Method: DFT, wB97M-V/def2-TZVPD

The geometry in XYZ format:
```
140
Properties=species:S:1:pos:R:3:mulliken_charge:R:1
O -4.974 -0.940 3.634 -0.5339
S -3.945 -1.787 3.101 1.1961
O -3.670 -1.545 1.719 -0.4042
F -4.391 -3.239 3.332 -0.1516
N -2.528 -1.617 4.114 -0.2619
B -2.848 -0.634 5.314 0.0820
O -3.115 -1.222 6.523 -0.4087
O -2.826 0.679 5.084 -0.0123
H -1.678 -1.323 3.592 0.3676
H -2.339 -2.527 4.559 0.4343
H -4.045 -1.502 6.534 0.3696
H -3.101 1.159 5.885 0.2633
C -2.020 4.039 7.868 -0.8302
O -1.708 3.286 6.702 -0.3395
C -2.161 3.908 5.500 0.5206
C -1.035 4.586 4.757 -0.0238
O -0.548 5.707 5.474 -0.4643
C 0.672 5.452 6.151 -0.6707
H -1.480 3.600 8.704 0.2574
H -1.718 5.082 7.763 0.3535
H -3.094 3.987 8.077 0.3185
H -2.966 4.618 5.708 0.3640
H -2.567 3.115 4.868 -0.4701
H -1.418 4.956 3.802 0.2769
H -0.228 3.876 4.545 -0.1129
H 1.495 5.379 5.434 0.2781
H 0.621 4.536 6.744 0.2904
H 0.864 6.289 6.818 0.2633
C -2.079 -6.204 -2.049 -0.9161
O -2.577 -4.873 -2.036 -0.1307
C -3.236 -4.547 -0.826 -0.5671
C -2.354 -3.698 0.062 0.1467
O -1.237 -4.433 0.543 -0.4746
C -0.037 -4.115 -0.140 -0.7604
H -1.431 -6.309 -2.917 0.2323
H -1.501 -6.427 -1.149 0.3883
H -2.906 -6.915 -2.141 0.3496
H -3.562 -5.450 -0.301 0.3783
H -4.129 -3.969 -1.091 0.2888
H -2.917 -3.395 0.934 -0.2446
H -2.033 -2.794 -0.465 0.3755
H 0.316 -3.121 0.161 0.3631
H -0.168 -4.141 -1.224 0.2976
H 0.716 -4.850 0.139 0.2951
C -4.985 4.300 2.427 -0.9195
O -3.843 3.460 2.543 -0.1435
C -4.114 2.108 2.219 0.3343
C -3.611 1.770 0.830 -0.3405
O -4.350 2.446 -0.166 -0.4260
C -3.666 3.571 -0.701 -0.6387
H -4.648 5.332 2.503 0.2425
H -5.488 4.164 1.468 0.3759
H -5.687 4.098 3.243 0.3111
H -5.181 1.886 2.309 0.4432
H -3.582 1.496 2.954 -0.4930
H -3.749 0.699 0.655 0.1420
H -2.543 1.993 0.740 0.3332
H -2.840 3.243 -1.339 0.3121
H -3.285 4.223 0.088 0.2416
H -4.374 4.133 -1.306 0.2642
C 2.219 0.008 4.378 -0.7875
O 1.150 0.196 3.456 -0.3280
C 0.937 1.570 3.133 0.1256
C 1.508 1.963 1.786 -0.8584
O 2.917 1.930 1.794 -0.1480
C 3.490 0.806 1.134 -0.7826
H 2.439 -1.057 4.421 0.2484
H 3.117 0.540 4.062 0.2627
H 1.927 0.349 5.379 0.3138
H 1.348 2.214 3.916 0.3115
H -0.144 1.719 3.102 0.0203
H 1.216 2.999 1.584 0.4229
H 1.104 1.336 0.985 0.3142
H 3.370 0.918 0.053 0.2853
H 3.047 -0.138 1.461 0.3185
H 4.552 0.791 1.366 0.2586
C 4.079 7.122 1.255 -0.7114
O 4.348 6.473 0.028 -0.3705
C 5.715 6.550 -0.350 -0.5741
C 6.439 5.252 -0.075 -0.0203
O 6.554 4.998 1.319 -0.4331
C 5.621 4.040 1.782 -0.8097
H 3.068 6.854 1.559 0.2098
H 4.776 6.813 2.038 0.3226
H 4.128 8.209 1.129 0.3326
H 6.213 7.383 0.153 0.3303
H 5.738 6.742 -1.427 0.3897
H 7.457 5.327 -0.469 0.4188
H 5.940 4.420 -0.581 -0.1022
H 5.901 3.041 1.427 0.2930
H 4.605 4.273 1.455 0.4055
H 5.646 4.044 2.871 0.3421
C -5.947 -6.281 -5.816 -0.7146
O -6.335 -5.569 -4.653 -0.4361
C -5.288 -4.775 -4.117 0.0071
C -5.467 -3.315 -4.465 -0.5572
O -5.300 -3.086 -5.854 -0.3910
C -6.529 -2.918 -6.539 -0.7325
H -6.846 -6.702 -6.263 0.2587
H -5.464 -5.628 -6.546 0.3156
H -5.271 -7.100 -5.551 0.3140
H -4.312 -5.136 -4.453 0.2799
H -5.331 -4.883 -3.028 0.0617
H -4.692 -2.735 -3.951 0.3549
H -6.442 -2.954 -4.125 0.3481
H -6.974 -1.949 -6.289 0.3166
H -7.235 -3.717 -6.301 0.3245
H -6.322 -2.942 -7.607 0.2431
C 6.186 -0.852 -2.732 -0.7896
O 5.178 -0.010 -2.196 -0.2741
C 5.288 1.344 -2.604 -0.1211
C 4.306 1.694 -3.701 -0.5263
O 4.646 1.047 -4.916 -0.3973
C 3.881 -0.094 -5.264 -0.7881
H 5.909 -1.882 -2.517 0.2124
H 6.278 -0.731 -3.814 0.3291
H 7.149 -0.640 -2.255 0.3197
H 6.305 1.581 -2.927 0.3623
H 5.065 1.948 -1.717 -0.0227
H 4.366 2.769 -3.897 0.3862
H 3.282 1.463 -3.394 0.2992
H 2.874 0.204 -5.578 0.4191
H 3.814 -0.803 -4.435 0.3355
H 4.377 -0.584 -6.099 0.2565
C 2.961 -5.926 -2.694 -0.5018
O 1.970 -5.744 -3.689 -0.3805
C 1.598 -4.386 -3.859 -0.1086
C 2.234 -3.771 -5.082 -0.7605
O 3.640 -3.650 -4.923 -0.2108
C 4.353 -4.645 -5.639 -0.8530
H 3.319 -6.951 -2.763 0.2526
H 3.805 -5.247 -2.836 0.2744
H 2.530 -5.772 -1.697 0.1363
H 1.847 -3.796 -2.970 0.2581
H 0.510 -4.366 -3.982 0.2447
H 1.835 -2.758 -5.204 0.3233
H 1.991 -4.340 -5.983 0.4188
H 4.311 -4.443 -6.714 0.3090
H 3.961 -5.645 -5.439 0.3428
H 5.392 -4.607 -5.317 0.2496
```

Properties
net charge	+1
F_max	6.2	eV Å⁻¹
gap between HOMO and LUMO	5.992	eV


[2]
Molecular formula: C44H46Br3N9O5Pb
Method: DFT, wB97M-V/def2-TZVPD

The geometry in XYZ format:
```
108
Properties=species:S:1:pos:R:3:mulliken_charge:R:1
Pb 0.300 -1.305 -0.417 2.3796
Br -6.193 -4.323 0.849 -0.1808
C -4.500 -3.537 0.588 -0.3329
C -4.400 -2.256 0.080 -0.9010
C -3.126 -1.747 -0.113 -0.8115
N -2.023 -2.422 0.186 0.5708
C -2.126 -3.647 0.706 0.6419
C -3.360 -4.254 0.907 -0.7453
C -0.846 -4.313 1.099 0.5841
C -0.830 -5.413 1.941 -1.0206
C 0.402 -5.907 2.337 -0.3372
Br 0.473 -7.392 3.495 -0.1795
C 1.567 -5.303 1.912 -0.8993
C 1.449 -4.209 1.069 -0.0675
N 0.275 -3.744 0.657 0.3475
H -5.268 -1.671 -0.187 0.5512
H -2.992 -0.763 -0.546 0.7045
H -3.442 -5.258 1.293 0.4814
H -1.735 -5.858 2.323 0.4392
H 2.538 -5.647 2.238 0.5980
H 2.327 -3.657 0.749 0.3267
Br 4.181 -2.387 -1.139 -0.0141
C 3.154 -2.875 -2.654 0.2353
C 3.761 -3.416 -3.776 -0.7985
C 2.941 -3.764 -4.835 -0.2267
C 1.574 -3.549 -4.737 -1.0708
C 1.077 -2.990 -3.573 -0.2656
N 1.857 -2.671 -2.535 0.1147
H 4.832 -3.550 -3.810 0.4665
H 3.368 -4.189 -5.734 0.3775
H 0.905 -3.792 -5.549 0.4354
H 0.026 -2.750 -3.458 0.5199
C 3.187 -2.792 4.037 -1.3198
C 3.955 -1.695 3.301 2.4880
C 4.227 -0.543 4.290 -1.7613
C 5.300 -2.276 2.849 -1.6844
C 3.110 -1.273 2.105 -0.6995
H 3.720 -3.097 4.943 0.5170
H 3.066 -3.664 3.392 -0.0413
H 2.189 -2.453 4.322 0.2118
H 4.860 -0.853 5.128 0.4576
H 3.283 -0.170 4.697 0.3399
H 4.726 0.288 3.785 0.2167
H 5.845 -2.696 3.700 0.4728
H 5.935 -1.513 2.393 0.2038
H 5.139 -3.067 2.112 0.2579
H 2.218 -0.722 2.437 -0.4290
C 5.785 1.216 0.245 -0.7578
N 4.372 1.359 -0.082 0.2281
C 3.925 2.219 -1.037 -0.2203
C 2.618 2.321 -1.346 -1.2719
C 1.697 1.479 -0.628 0.3080
O 0.467 1.438 -0.906 -0.0469
N 2.154 0.660 0.342 -0.0322
C 3.453 0.579 0.585 0.0645
O 3.945 -0.245 1.411 -0.1032
H 6.348 1.936 -0.344 0.3306
H 6.125 0.207 0.017 0.2329
H 5.945 1.401 1.306 0.2656
H 4.691 2.797 -1.535 0.3820
H 2.266 2.974 -2.130 0.6184
C -1.905 2.181 4.141 -1.0693
N -1.610 0.929 3.488 0.0710
C -1.399 -0.311 4.204 -0.4534
C -0.820 -1.206 3.107 -0.5372
O -0.615 -2.392 3.230 -0.4875
N -0.629 -0.445 1.976 1.3010
C -1.088 0.777 2.248 -0.3534
N -1.066 1.760 1.352 0.3782
H -2.665 2.013 4.903 0.3484
H -2.318 2.897 3.432 0.3398
H -1.021 2.617 4.616 0.3068
H -2.330 -0.730 4.587 0.3008
H -0.685 -0.208 5.026 0.3322
H -0.497 1.638 0.508 -0.5863
H -1.361 2.689 1.589 0.2376
C -3.466 7.355 -2.833 -1.5122
C -2.608 6.332 -2.140 1.0149
C -1.825 6.709 -1.055 -0.8460
C -0.985 5.791 -0.444 -1.5520
C -0.974 4.477 -0.875 -0.6754
C -1.783 4.071 -1.940 0.1601
N -1.738 2.725 -2.339 0.2454
C -2.841 1.886 -2.424 0.1877
C -4.125 2.314 -2.069 -0.4904
C -5.221 1.477 -2.216 -0.9631
C -5.064 0.184 -2.693 -0.7830
C -3.783 -0.269 -2.976 -0.1641
C -2.674 0.553 -2.843 0.9255
C -1.293 -0.027 -3.090 -0.7888
O -0.553 0.470 -3.925 -0.6630
O -1.013 -1.041 -2.334 -0.5902
C -2.567 5.014 -2.618 1.0247
C -3.296 4.661 -3.885 -1.6034
H -3.494 8.285 -2.266 0.3869
H -4.491 7.003 -2.961 0.3134
H -3.083 7.582 -3.831 0.3313
H -1.862 7.733 -0.704 0.3582
H -0.343 6.097 0.373 0.4570
H -0.322 3.745 -0.413 0.8660
H -0.843 2.266 -2.229 -0.1037
H -4.263 3.316 -1.684 0.5927
H -6.205 1.847 -1.953 0.4086
H -5.920 -0.464 -2.830 0.4952
H -3.624 -1.293 -3.293 0.4445
H -3.016 3.675 -4.245 0.3305
H -3.051 5.387 -4.663 0.5463
H -4.382 4.676 -3.761 0.3669
```

Properties
F_max	0.6	eV Å⁻¹
gap between HOMO and LUMO	5.567	eV


[3]
Molecular formula: C29H47Cl11O5S
Method: DFT, wB97M-V/def2-TZVPD

The geometry in XYZ format:
```
93
Properties=species:S:1:pos:R:3:mulliken_charge:R:1
C -2.942 2.170 1.766 -1.4471
C -2.768 0.817 1.142 0.0178
C -3.740 0.219 0.359 -1.3306
C -3.529 -1.030 -0.199 -1.0464
C -2.350 -1.760 -0.040 -0.1713
C -2.255 -3.163 -0.627 1.4471
C -0.864 -3.561 -1.108 -1.3598
C -3.242 -3.406 -1.769 -1.7546
C -1.363 -1.123 0.730 0.0518
O -0.115 -1.680 1.012 -0.4389
C 0.943 -0.998 0.355 -1.7036
C 2.251 -1.548 0.915 1.1779
C 2.618 -2.976 0.434 1.5211
C 3.129 -3.833 1.600 -1.4923
C 4.347 -3.321 2.368 -0.7981
C 4.050 -2.574 3.653 -0.2528
Cl 2.862 -3.423 4.678 -0.2206
C 3.520 -3.104 -0.813 -0.1561
O 2.834 -3.807 -1.841 -0.6017
C 4.017 -1.763 -1.306 -0.1247
C 5.066 -1.759 -2.437 -0.7057
Cl 5.865 -3.331 -2.686 -0.1595
C 4.514 -1.209 -3.757 0.3945
C 5.457 -1.340 -4.947 -1.3191
Cl 4.176 0.536 -3.413 -0.1536
O 4.609 -1.090 -0.179 -0.6859
S 3.536 -0.304 0.709 1.4202
O 3.030 0.778 -0.078 -0.6710
O 4.179 -0.047 1.956 -0.6817
C -1.585 0.113 1.317 1.3137
H -2.210 2.875 1.374 0.3656
H -2.801 2.126 2.845 0.3229
H -3.939 2.566 1.587 0.2546
H -4.682 0.718 0.184 0.4321
H -4.337 -1.439 -0.782 0.1217
H -2.524 -3.867 0.166 0.2572
H -0.927 -4.473 -1.701 0.5336
H -0.224 -3.790 -0.267 0.0852
H -0.406 -2.793 -1.731 0.2915
H -4.280 -3.242 -1.497 0.4420
H -3.163 -4.449 -2.074 0.4670
H -2.983 -2.803 -2.640 0.3645
H 0.891 0.066 0.580 1.2053
H 0.878 -1.091 -0.734 0.1515
H 2.136 -1.601 1.998 -0.9612
H 1.673 -3.417 0.146 -0.9860
H 3.345 -4.821 1.191 0.5417
H 2.280 -3.966 2.269 0.7371
H 4.963 -4.185 2.624 0.3951
H 4.971 -2.688 1.736 0.2701
H 3.683 -1.567 3.482 -0.0336
H 4.957 -2.480 4.243 0.5001
H 4.385 -3.701 -0.524 0.7977
H 2.707 -3.250 -2.614 0.3727
H 3.155 -1.194 -1.668 0.3537
H 5.844 -1.075 -2.108 0.5664
H 3.531 -1.618 -3.978 0.3217
H 5.478 -0.404 -5.498 0.3915
H 6.469 -1.569 -4.632 0.3448
H 5.097 -2.101 -5.633 0.3369
H -0.789 0.519 1.930 0.3896
Cl 1.084 0.627 3.000 -0.1194
C 0.707 -0.563 4.279 -0.0223
C -0.517 -0.188 5.071 -0.5381
Cl -0.258 1.269 6.065 -0.2104
H 1.585 -0.644 4.914 0.5337
H 0.544 -1.520 3.787 -0.0587
H -0.767 -1.000 5.751 0.4332
H -1.366 0.002 4.419 0.2537
Cl -6.701 1.579 1.617 -0.1233
C -8.027 2.688 2.061 -0.4733
C -7.601 4.128 1.975 -0.3926
Cl -6.395 4.544 3.226 -0.1853
H -8.354 2.429 3.065 0.3844
H -8.845 2.505 1.367 0.2606
H -8.461 4.777 2.130 0.3672
H -7.164 4.353 1.009 0.1639
Cl -8.928 7.292 -0.717 -0.1783
C -7.777 6.422 -1.763 -0.5004
C -8.404 5.219 -2.417 -0.4715
Cl -8.802 3.950 -1.228 -0.1400
H -6.924 6.140 -1.151 0.3135
H -7.445 7.121 -2.529 0.3515
H -7.705 4.783 -3.129 0.2925
H -9.322 5.480 -2.937 0.3466
Cl 5.173 5.408 -4.705 -0.1970
C 5.670 4.040 -3.674 -0.1249
C 5.848 4.442 -2.234 -0.3353
Cl 7.247 5.525 -2.007 -0.1982
H 6.589 3.632 -4.088 0.3424
H 4.889 3.287 -3.745 -0.0223
H 6.028 3.555 -1.630 0.2029
H 4.968 4.953 -1.855 0.3432
```

Properties
SMILES string	Cc1ccc(C(C)C)c(OC[C@H]2[C@H](CCCCl)[C@@H](O)[C@H]([C@@H](Cl)[C@H](C)Cl)OS2(=O)=O)c1.ClCCCl.ClCCCl.ClCCCl.ClCCCl
F_max	1.2	eV Å⁻¹
gap between HOMO and LUMO	9.040	eV


E_HOMO, respectively: -10.470; -5.720; -8.781 eV.
DFT total energy, respectively: -3351.5410; -10488.2776; -6969.7189 Ha.